*w*
7
Properties=species:S:1:pos:R:3 method="wB97M-V/def2-TZVPD" e_lumo_ev=-0.27 spin_multiplicity=1 homo_ev=-11.00 homo_lumo_gap_ev=10.73 smiles="O=C=NOC=O"
C -0.6063 0.5528 -0.6677
C 1.3369 0.5416 0.9714
N 0.7858 1.5875 0.7866
O 2.0498 -0.2294 1.4139
O -0.3964 1.7343 -0.0038
O -1.6510 0.3821 -1.2237
H 0.2006 -0.0858 -0.9232



*x*
7
Properties=species:S:1:pos:R:3 method="wB97M-V/def2-TZVPD" e_lumo_ev="-1.96 / -1.96" spin_multiplicity=1 homo_ev="-10.59 / -10.59" homo_lumo_gap_ev="8.63 / 8.63"
C -0.3966 -0.3566 -0.0045
C -1.4418 0.8234 -0.0021
N -0.8041 -1.4980 0.0025
O -1.1591 1.9741 0.0033
O -2.6361 0.3036 -0.0030
O -2.7869 -1.0117 0.0022
H 0.6268 -0.0111 0.0002



Energy ordering: *w* at the bottom, the next structure 0.1056 hartree above.



*w*
18
Properties=species:S:1:pos:R:3 method="wB97M-V/def2-TZVPD" e_lumo_ev=-3.44 spin_multiplicity=1 charge=+1 homo_ev=-13.65 homo_lumo_gap_ev=10.21 smiles="N[C@@H]1CC=C[C@H]1[NH3+]"
C -1.9082 -0.3209 -0.0295
C -1.0074 -1.2459 0.2696
C -1.3034 1.0382 -0.1779
C 0.3567 -0.6368 0.3990
C 0.2157 0.7426 -0.2854
N 1.1704 1.6642 0.2739
N 1.4518 -1.4311 -0.2573
H -2.9648 -0.4839 -0.1373
H -1.1919 -2.2847 0.4727
H -1.6919 1.5785 -1.0395
H -1.5172 1.6346 0.7128
H 0.6489 -0.5118 1.4477
H 0.4593 0.6255 -1.3490
H 1.2395 2.5114 -0.2765
H 0.9160 1.9351 1.2184
H 1.1966 -1.6396 -1.2314
H 1.6211 -2.3145 0.2387
H 2.3087 -0.8608 -0.2491



*x*
18
Properties=species:S:1:pos:R:3 method="wB97M-V/def2-TZVPD" e_lumo_ev=-5.06 spin_multiplicity=1 charge=+1 homo_ev=-13.54 homo_lumo_gap_ev=8.48
C 0.1810 -1.1340 -1.2070
C 1.3958 -0.2108 -0.8974
C 1.3181 0.7896 0.2442
C 0.2187 1.5019 0.7054
N -1.0628 0.8672 0.6925
C -2.0934 1.0467 1.4335
N -0.4302 -1.6043 0.0060
H 0.8184 -2.0014 -1.6602
H -0.3158 -0.9968 -2.1490
H 1.7247 0.4056 -1.8105
H 2.2364 -0.7698 -0.7398
H 2.2795 1.2364 0.5536
H 0.1567 2.5863 0.6882
H -1.8169 1.7996 2.1884
H -3.1871 0.7743 1.2650
H 0.4203 -1.7236 0.5289
H -0.9900 -0.0638 0.3299
H -0.8533 -2.5033 -0.1716



Energy ordering: *w* at the bottom, the next structure 0.1261 hartree above.



*w*
18
Properties=species:S:1:pos:R:3 method="wB97M-V/def2-TZVPD" e_lumo_ev=-3.59 spin_multiplicity=1 charge=+1 homo_ev=-13.87 homo_lumo_gap_ev=10.28
C -2.8169 -0.0025 -0.8511
C -1.2071 -0.0753 1.0693
C 1.4145 1.8574 0.3137
C 1.2184 -1.8673 -0.0863
C 1.7335 0.4449 0.0344
N -2.0808 -0.0255 0.3088
N 0.8999 -0.4923 0.1294
H -2.2048 -0.2233 -1.7266
H -3.6207 -0.7386 -0.7665
H -0.7637 -0.0761 2.0297
H 0.3490 2.0210 0.4587
H 1.9494 2.1694 1.2109
H 1.7810 2.4855 -0.4970
H 1.1042 -2.4053 0.8561
H 0.5123 -2.2887 -0.8000
H 2.2388 -2.0066 -0.4535
H -3.2744 0.9824 -0.9615
H 2.7674 0.2406 -0.2684



*x*
18
Properties=species:S:1:pos:R:3 method="wB97M-V/def2-TZVPD" e_lumo_ev="-4.25 / -4.23" spin_multiplicity=1 charge=+1 homo_ev="-11.72 / -11.58" homo_lumo_gap_ev="7.47 / 7.35"
C -1.8169 0.2514 0.2466
C 1.4379 1.3550 -0.6067
C 1.1529 0.9344 0.8184
C 0.5985 -0.3366 0.3018
C 1.4501 -1.5274 -0.0658
N -3.0760 -0.0077 -0.1535
N -0.7847 -0.4892 -0.0867
H -1.6192 1.2476 0.5981
H 0.9196 1.9860 -1.2583
H 2.3490 0.9600 -0.9625
H 2.0815 0.6666 1.4100
H 0.5205 1.6485 1.5266
H 2.0738 -1.8853 0.7325
H 2.0257 -1.1476 -0.9615
H 0.7812 -2.3256 -0.4733
H -3.7028 0.7274 0.1166
H -3.6004 -0.7130 -0.4594
H -0.7907 -1.3446 -0.7230



Energy ordering: *w* at the bottom, the next structure 0.0406 hartree above.



*w*
18
Properties=species:S:1:pos:R:3 method="wB97M-V/def2-TZVPD" e_lumo_ev=-5.44 spin_multiplicity=1 charge=+1 homo_ev=-13.52 homo_lumo_gap_ev=8.08 smiles="C=[NH+]C(=C)CCN"
C -1.4187 -1.2470 0.1625
C -0.0350 -1.2118 0.7870
C 0.8539 -0.1331 0.1796
C 2.0811 0.0348 0.6592
C 0.9477 1.6450 -1.2917
N 0.2025 0.8184 -0.5784
N -2.0074 0.0877 0.1075
H -1.9872 -2.0640 0.6104
H -1.3620 -1.5662 -0.8811
H -0.1790 -0.9110 1.8370
H 0.4754 -2.1516 0.8549
H 2.5203 -0.7891 1.1978
H 2.6507 0.9439 0.6205
H 0.7122 2.6852 -1.1892
H 1.5306 1.1992 -2.0918
H -2.2074 0.5503 0.9880
H -2.8287 0.0479 -0.4809
H -0.9086 0.7647 -0.3794



*x*
18
Properties=species:S:1:pos:R:3 method="wB97M-V/def2-TZVPD" e_lumo_ev="-5.82 / -4.52" spin_multiplicity=1 charge=+1 homo_ev="-13.20 / -13.18" homo_lumo_gap_ev="7.38 / 8.66"
C 1.1343 1.0263 0.4505
C -1.2263 -0.3370 -0.3638
C -0.4534 0.6101 0.5142
C -2.3283 -1.2576 0.1428
C 2.6587 -0.7944 -0.0802
N 1.9252 0.2933 -0.4439
N -1.3557 1.1341 -0.4686
H 1.1941 2.0819 0.3313
H 1.6194 0.9594 1.4281
H -0.5820 -0.8571 -1.2044
H -2.9504 -1.4792 -0.6541
H -2.6210 -0.9154 1.1120
H -1.7855 -2.2226 0.4574
H 2.4907 -1.0814 0.9227
H 2.2230 -1.7345 -0.7019
H 3.5837 -0.6583 -0.5409
H -1.0864 1.8226 -1.2991
H -2.1684 1.6147 -0.0181



*y*
18
Properties=species:S:1:pos:R:3 method="wB97M-V/def2-TZVPD" e_lumo_ev=-4.74 spin_multiplicity=1 charge=+1 homo_ev=-14.20 homo_lumo_gap_ev=9.46 smiles="C=CCC(=[NH2+])CN"
C 0.2331 0.8336 -0.3007
C -1.8479 2.1142 0.4711
C 1.0368 -1.4943 0.4520
C -1.3450 1.2695 -0.4210
C 0.4906 -0.5157 -0.5278
N 0.2288 -1.0301 -1.7500
N 1.2550 -0.8407 1.7484
H 0.4684 1.4368 -1.1988
H 0.5810 1.0983 0.7145
H -2.7992 2.4597 0.1865
H -1.2885 2.3085 1.3104
H 0.4099 -2.4494 0.4570
H 2.0177 -1.6465 -0.0948
H -1.8752 0.8618 -1.2659
H -0.1598 -0.3858 -2.4478
H 0.5865 -1.9675 -1.9472
H 1.6583 -1.5401 2.3927
H 0.3493 -0.5123 2.2215



Energy ordering: *y* at the bottom, the next structure 0.0217 hartree above.



*w*
18
Properties=species:S:1:pos:R:3 method="wB97M-V/def2-TZVPD" e_lumo_ev=-3.24 spin_multiplicity=1 charge=+1 homo_ev=-14.73 homo_lumo_gap_ev=11.49 smiles="C[C@]1(N)CC=C[NH2+]1"
C 1.7986 0.4698 0.3174
C 1.6418 -0.8395 0.2885
C 0.5371 1.3771 0.0356
C -0.6418 0.1580 0.1392
C -1.5590 0.2745 -1.0518
N -1.1357 -0.0540 1.3479
N 0.3220 -1.1353 -0.3298
H 2.6426 0.8378 0.7521
H 2.4001 -1.5627 0.6039
H 0.4245 2.0445 0.8338
H 0.5070 1.8061 -0.9902
H -1.0731 0.7088 -1.8264
H -2.4760 0.8137 -0.7360
H -1.8201 -0.7694 -1.3343
H -1.7460 -0.9561 1.4630
H -0.4741 0.1984 2.0838
H 0.6399 -1.2564 -1.3637
H 0.0121 -2.1152 -0.2330



*x*
18
Properties=species:S:1:pos:R:3 method="wB97M-V/def2-TZVPD" e_lumo_ev="-5.82 / -5.56" spin_multiplicity=1 charge=+1 homo_ev="-13.98 / -14.59" homo_lumo_gap_ev="8.16 / 9.03"
C 0.3123 -1.0480 0.8256
C -0.2790 1.4583 0.6534
C -0.7140 -1.3316 -0.4580
C -1.1005 0.9725 -0.6518
C 0.5613 0.3387 0.7220
N 2.5446 0.0335 -0.8325
N -1.6434 -0.2855 -0.4014
H -0.2526 -1.4167 1.7850
H 1.3032 -1.6980 0.7426
H 0.2493 2.3651 0.4800
H -1.0206 1.5573 1.4781
H -0.1357 -1.4455 -1.4133
H -1.0847 -2.4736 -0.2414
H -1.9607 1.6938 -0.6570
H -0.5792 1.1041 -1.6048
H 3.1260 -0.5265 -0.1914
H 2.7743 0.9914 -0.7061
H -2.1009 -0.2894 0.4711



Energy ordering: *w* at the bottom, the next structure 0.1710 hartree above.



*w*
22
Properties=species:S:1:pos:R:3 method="wB97M-V/def2-TZVPD" e_lumo_ev=1.23 spin_multiplicity=1 homo_ev=-8.28 homo_lumo_gap_ev=9.51 smiles="C/C=C/C=C/CCC"
C 0.5506 -0.4339 -3.5929
C -0.7407 -0.4394 -2.7741
C -0.8140 0.7033 -1.7291
C -0.4402 0.5226 0.7449
C -0.0218 0.3965 -0.5015
C 0.6864 -0.3472 4.3384
C -0.0838 0.1205 3.1456
C 0.3691 0.1144 1.8899
H 0.8384 0.5717 -3.8949
H 0.4870 -1.0547 -4.4938
H 1.4212 -0.8139 -3.0528
H -1.5706 -0.3362 -3.4592
H -0.7881 -1.3589 -2.1932
H -1.8711 0.7693 -1.4823
H -0.5957 1.6440 -2.2361
H -1.3916 0.9672 1.0161
H 0.9657 -0.0146 -0.6916
H 1.3380 0.4376 4.7212
H 1.3210 -1.2057 4.1173
H 0.0299 -0.5806 5.1730
H -1.0943 0.4918 3.2634
H 1.4045 -0.1538 1.6915



*x*
22
Properties=species:S:1:pos:R:3 method="wB97M-V/def2-TZVPD" e_lumo_ev=1.12 spin_multiplicity=1 homo_ev=-8.56 homo_lumo_gap_ev=9.68 smiles="C/C=C/C=C/CCC"
C 0.8261 -2.8670 0.8331
C -0.0726 -1.6869 1.7003
C -1.3924 -1.2352 1.0750
C -1.5809 0.9774 -0.1740
C -1.1159 -0.2994 -0.1054
C 1.5379 2.7074 -1.8116
C 0.5364 2.1777 -0.7830
C -0.7735 1.9617 -0.9150
H 0.2095 -3.7454 0.6970
H 1.8424 -3.1032 1.2175
H 0.9194 -2.5322 -0.2527
H -0.1189 -2.1703 2.7385
H 0.6483 -0.8122 1.6826
H -1.8131 -0.5418 1.8409
H -1.7899 -2.1402 0.6308
H -2.5244 1.2136 0.3701
H -0.6638 -0.6659 -1.0112
H 2.4580 3.1029 -1.2973
H 1.2316 3.5648 -2.3686
H 1.8711 1.8458 -2.3807
H 1.1174 1.8588 0.0964
H -1.3527 2.3896 -1.7826



Energy ordering: *w* at the bottom, the next structure 0.0768 hartree above.



*w*
16
Properties=species:S:1:pos:R:3 method="wB97M-V/def2-TZVPD" e_lumo_ev="-4.63 / -8.19" spin_multiplicity=2 charge=+1 homo_ev="-12.15 / -12.05" homo_lumo_gap_ev="7.52 / 3.85"
C -1.0329 -1.5528 1.0975
S -1.1923 0.2418 1.4591
C -2.7714 0.5557 0.6623
H -2.0169 -1.9749 1.2377
H -0.6561 -1.6660 0.0831
H -0.4234 -2.0091 1.8752
H -3.5400 0.7846 1.4041
H -3.1686 -0.2617 0.0692
H -2.6947 1.4045 -0.0049
N 2.0578 0.5170 -0.2054
C 2.4148 0.5230 -1.4532
N 3.4265 1.2591 -1.9053
H 1.0617 0.3677 -0.0106
H 2.5407 1.2257 0.3408
H 1.9161 -0.1700 -2.1364
H 4.0788 0.7554 -2.5131



*x*
16
Properties=species:S:1:pos:R:3 method="wB97M-V/def2-TZVPD" e_lumo_ev="-3.02 / -9.10" spin_multiplicity=2 charge=+1 homo_ev="-14.69 / -13.34" homo_lumo_gap_ev="11.67 / 4.24"
N -1.1829 -0.9045 0.3600
C 0.0918 -0.2697 0.0171
C 0.6590 0.6302 1.1812
S 1.1564 -0.3387 2.6984
C 0.0792 0.7069 -1.1655
N -0.2338 0.0810 -2.4345
H -0.9603 -1.6354 1.0283
H -1.7013 -0.2083 0.8938
H 0.8597 -1.0208 -0.1344
H -0.1497 1.2929 1.5045
H 1.5057 1.2755 0.9345
H 0.2341 -1.2223 2.5038
H -0.5700 1.5909 -1.1145
H 1.0901 1.1303 -1.2702
H -1.1684 -0.3436 -2.3137
H 0.2904 -0.7645 -2.6888



Energy ordering: *w* at the bottom, the next structure 0.0072 hartree above.



*w*
14
Properties=species:S:1:pos:R:3 method="wB97M-V/def2-TZVPD" e_lumo_ev=0.70 spin_multiplicity=1 homo_ev=-9.74 homo_lumo_gap_ev=10.44 smiles="CNC(N)=O.O"
C -0.2613 0.9491 1.3787
N 0.2991 0.9983 0.0350
C -0.2651 0.2672 -0.9656
N 0.2474 0.4936 -2.2135
O -1.1540 -0.5542 -0.7781
H -1.1834 0.3721 1.3189
H -0.3443 1.9731 1.7312
H 0.4157 0.3919 2.0306
H 1.0056 1.6761 -0.2021
H 1.1459 0.9373 -2.3564
H -0.1842 0.0291 -2.9893
H 0.2148 -3.2533 0.7934
H -0.1827 -1.7948 0.8457
O 0.2465 -2.4854 1.3715



*x*
14
Properties=species:S:1:pos:R:3 method="wB97M-V/def2-TZVPD" e_lumo_ev=0.77 spin_multiplicity=1 homo_ev=-9.18 homo_lumo_gap_ev=9.95 smiles=CN(O)[C@@H](N)O
C 0.8812 -0.5130 0.0337
C -1.5218 -0.3286 -0.5277
N -0.5194 -0.2916 0.4883
N 1.3682 0.4397 -0.9233
O -0.4809 1.0846 1.1196
O 1.6883 -0.5400 1.1548
H -0.9097 0.9531 1.9749
H 1.6453 0.3451 1.5487
H 0.9036 -1.5164 -0.4012
H 0.9697 0.3009 -1.8426
H 1.1749 1.3855 -0.6082
H -2.5028 -0.1529 -0.0902
H -1.3369 0.2931 -1.4107
H -1.3599 -1.4594 -0.5161



*y*
14
Properties=species:S:1:pos:R:3 method="wB97M-V/def2-TZVPD" e_lumo_ev=0.51 spin_multiplicity=1 homo_ev=-9.48 homo_lumo_gap_ev=9.99 smiles="NCNC=O.O"
O 0.3865 -1.4131 -2.2807
C -0.2991 -0.4864 -1.9151
N -0.0976 0.1399 -0.6971
C 0.7056 -0.5574 0.2949
N 1.9926 -0.0200 0.7305
H -1.0832 -0.0028 -2.5090
H -0.6576 0.9481 -0.4921
H 0.1034 -0.7651 1.1854
H 0.9758 -1.5189 -0.1294
H 1.9801 0.9808 0.9188
H 2.6719 -0.1956 -0.0001
H -2.0541 0.2541 2.0006
H -2.4001 1.7630 1.5893
O -2.2242 0.8733 1.3037



*z*
14
Properties=species:S:1:pos:R:3 method="wB97M-V/def2-TZVPD" e_lumo_ev=0.92 spin_multiplicity=1 homo_ev=-9.82 homo_lumo_gap_ev=10.73 smiles=CO[C@H](N)ON
C -0.2431 0.0390 -0.7186
C 2.1124 0.1707 0.1253
N -0.5739 1.3213 -0.1989
N -2.0849 -0.9371 0.3092
O -0.5271 -1.0280 0.1532
O 1.2690 -0.1534 -0.9548
H -0.6947 -0.1172 -1.7014
H -0.2863 1.3736 0.7702
H -1.5859 1.4115 -0.2760
H -2.3265 -1.8660 -0.0428
H -2.1474 -1.0035 1.3267
H 2.0493 1.2360 0.3805
H 1.8911 -0.4344 1.0109
H 3.1480 -0.0125 -0.1836



Energy ordering: *w* at the bottom, the next structure 0.0333 hartree above.